1.
Computed, not measured: C3H5NO2 in the gas phase, with ωB97M-V/def2-TZVPD.

## Properties
E_tot (eV): -8776.351
SMILES string: [H]/N=C1/COCO1
LUMO (eV): 0.88
HOMO energy (hartree): -0.380
HOMO-LUMO gap (eV): 11.2330
Energy above the lowest of the compared OMol25 structures with the same formula, charge and spin (kJ/mol): 129.6

```
11
C3H5NO2, DFT ωB97M-V/def2-TZVPD
H 2.546 -0.374 -1.052
N 1.934 -0.967 -0.491
C 0.856 -0.370 -0.233
C -0.300 -0.924 0.562
O -1.388 -0.116 0.150
C -0.828 1.128 -0.146
O 0.492 0.882 -0.632
H -0.505 -1.966 0.318
H -0.111 -0.826 1.641
H -1.410 1.611 -0.935
H -0.758 1.772 0.746
```

2.
Computed, not measured: C5H13NSi in the gas phase, with ωB97M-V/def2-TZVPD.

## Properties
E_tot (eV): -14760.396
LUMO (spin up / spin down) (eV): -0.50 / 0.21
HOMO energy (spin up / spin down) (hartree): -0.306 / -0.338
HOMO-LUMO gap (spin up / spin down) (eV): 7.8124 / 9.4131
Energy above the lowest of the compared OMol25 structures with the same formula, charge and spin (kJ/mol): 353.5

```
20
C5H13NSi, DFT ωB97M-V/def2-TZVPD
C 2.074 0.664 -0.140
C 2.271 -0.760 0.056
C 0.693 1.034 0.502
C -2.066 -0.366 1.205
C -1.453 0.443 -1.726
N -0.070 -1.657 -0.277
Si -0.721 -0.125 -0.072
H 2.783 1.164 0.420
H 2.081 0.759 -1.245
H 2.792 -1.265 -0.712
H 2.000 -1.237 1.032
H 1.017 0.996 1.543
H 0.402 2.018 0.326
H -2.204 0.641 1.793
H -2.993 -0.509 0.693
H -1.798 -1.200 2.005
H -2.189 -0.295 -1.839
H -1.836 1.545 -1.785
H -0.610 0.378 -2.442
H -0.174 -2.228 0.662
```

3.
Computed, not measured: 6 unconnected molecules or ions with the total composition C6H6Cl18, with ωB97M-V/def2-TZVPD.

## Properties
E_tot (eV): -231722.224
SMILES string: ClC(Cl)Cl.ClC(Cl)Cl.ClC(Cl)Cl.ClC(Cl)Cl.ClC(Cl)Cl.ClC(Cl)Cl
LUMO (eV): 0.11
HOMO energy (hartree): -0.404
HOMO-LUMO gap (eV): 11.0937
Energy above the lowest of the compared OMol25 structures with the same formula, charge and spin (kJ/mol): 51.0

```
30
C6H6Cl18, DFT ωB97M-V/def2-TZVPD
Cl -0.279 3.418 -3.137
C 1.219 3.841 -2.296
Cl 1.150 5.308 -1.376
Cl 2.493 4.017 -3.518
H 1.391 2.956 -1.700
Cl 3.979 -3.574 0.446
C 3.531 -2.473 1.723
Cl 1.778 -2.369 2.046
Cl 4.168 -0.855 1.432
H 3.965 -2.908 2.600
Cl -4.886 1.825 2.488
C -3.490 1.559 3.568
Cl -4.098 1.163 5.165
Cl -2.418 2.906 3.781
H -2.984 0.677 3.115
Cl -3.899 -3.553 -0.733
C -3.609 -1.880 -0.317
Cl -4.417 -1.412 1.189
Cl -4.213 -0.883 -1.635
H -2.543 -1.712 -0.306
Cl -0.659 -0.123 1.786
C 0.509 0.436 0.547
Cl 1.278 1.933 0.998
Cl -0.362 0.555 -1.028
H 1.119 -0.408 0.457
Cl 3.247 -3.021 -3.612
C 2.171 -1.731 -2.972
Cl 1.778 -0.554 -4.292
Cl 2.886 -0.905 -1.629
H 1.194 -2.232 -2.792
```

4.
Computed, not measured: a molecular structure, C2H5ClNS, with ωB97M-V/def2-TZVPD.

## Properties
E_tot (eV): -26993.911
LUMO (eV): -5.55
Total charge: +1
HOMO energy (hartree): -0.549
HOMO-LUMO gap (eV): 9.3978
Energy above the lowest of the compared OMol25 structures with the same formula, charge and spin (kJ/mol): 82.1

```
10
C2H5ClNS, DFT ωB97M-V/def2-TZVPD
C -2.230 -0.065 0.318
C -0.550 0.595 0.159
N 0.271 -0.550 -0.223
S -2.226 -1.642 -0.119
Cl -3.457 0.999 0.296
H -0.453 1.153 1.163
H -0.548 1.276 -0.676
H -0.601 -1.326 -0.293
H 0.848 -0.904 0.447
H 0.796 -0.394 -1.020
```

Question: Which of these has the lowest energy above the lowest of the compared OMol25 structures with the same formula, charge and spin?
Answer: C6H6Cl18